Version a
C2H10N4O | ωB97M-V with the def2-TZVPD basis set

Results
Gap between HOMO and LUMO, eV: 9.194
M, g mol⁻¹: 106.13
Structure (SMILES): [H]/N=C(/C)O.NNN
Lowest unoccupied orbital energy, eV: 0.4
HOMO energy, Eh: -0.323

Each line ends with the Mulliken charge.
CARTESIAN COORDINATES (ANGSTROEM)
1 N 1.58 -0.48 0.03  -0.716
2 C 0.67 -0.44 0.94  0.655
3 O 0.82 0.18 2.16  -0.489
4 H 1.54 0.83 2.14  0.327
5 H -2.65 0.70 -1.06  0.239
6 N -0.77 1.30 -0.90  -0.294
7 H -0.46 -2.01 0.05  0.311
8 N -1.77 0.54 -1.53  -0.454
9 H 0.83 2.20 -1.58  0.240
10 N 0.35 1.32 -1.72  -0.511
11 H -1.55 -0.46 -1.58  0.244
12 C -0.33 -1.56 1.03  -1.081
13 H -0.45 0.78 0.05  0.254
14 H -1.28 -1.19 1.41  0.340
15 H 0.04 -2.31 1.73  0.338
16 H 2.41 0.08 0.24  0.200
17 H 1.02 0.54 -1.41  0.397

=====

Version b
C2H10N4O | ωB97M-V with the def2-TZVPD basis set

Results
Gap between HOMO and LUMO, eV: 9.930
M, g mol⁻¹: 106.13
Structure (SMILES): [H]/N=C(\N)NN.CO
Lowest unoccupied orbital energy, eV: 1.0
HOMO energy, Eh: -0.328

Each line ends with the Mulliken charge.
CARTESIAN COORDINATES (ANGSTROEM)
1 H -0.22 0.85 1.60  0.274
2 H -0.78 2.31 1.08  0.259
3 H -2.71 -1.03 -1.84  0.231
4 N -0.68 0.95 -0.35  -0.296
5 H 2.76 -1.31 0.42  0.308
6 C 2.06 -0.47 0.33  -0.572
7 H 2.50 0.25 -0.37  0.272
8 O 1.83 0.14 1.60  -0.512
9 H 0.95 -1.02 0.05  0.266
10 N -0.64 -1.35 -0.27  -0.557
11 C -1.18 -0.27 -0.71  0.345
12 H 0.32 1.04 -0.69  0.287
13 H -2.69 0.69 -1.66  0.263
14 N -0.92 1.31 1.00  -0.574
15 H 2.68 0.35 2.01  0.272
16 H -1.09 -2.22 -0.55  0.110
17 N -2.19 -0.19 -1.65  -0.376

=====

Energetically preferred structure: version b | next structure: +0.0201 hartree

=====

Version a
C20H53F3N4O7 | ωB97M-V with the def2-TZVPD basis set

Results
Gap between HOMO and LUMO, eV: 2.857
M, g mol⁻¹: 518.66
Lowest unoccupied orbital energy, eV: -2.4
HOMO energy, Eh: -0.194

Each line ends with the Mulliken charge.
CARTESIAN COORDINATES (ANGSTROEM)
1 H 3.53 4.08 -1.45  0.208
2 H -3.53 8.33 -1.84  0.384
3 F -5.22 3.91 2.46  -0.258
4 O 5.20 3.12 1.06  -0.251
5 F -5.93 5.80 1.71  -0.273
6 C 4.73 -5.49 -1.70  0.422
7 C 5.38 4.45 0.59  -0.787
8 H 7.15 2.41 0.47  0.309
9 H -3.79 2.04 -8.02  0.298
10 H -2.86 -2.10 7.90  0.388
11 H -7.45 -4.84 6.65  0.304
12 C -3.13 -2.31 6.86  -1.567
13 H 4.55 -7.20 -0.48  0.310
14 H 7.10 3.14 2.06  0.316
15 C -3.71 -3.67 6.56  0.549
16 H -2.45 -1.70 -5.09  0.280
17 H -3.29 0.67 -6.01  0.348
18 H 6.63 -8.91 -0.07  0.303
19 C -2.29 1.10 -5.94  -0.798
20 C -5.14 -3.81 7.03  -0.690
21 H -1.57 -1.33 -7.37  0.345
22 O 1.04 0.15 0.81  -0.427
23 H 6.03 -3.63 -1.43  0.310
24 C -3.05 7.39 -1.57  -1.312
25 N 3.21 4.14 -0.49  -0.643
26 H 1.21 -0.69 0.39  0.465
27 C 6.53 2.55 1.35  -0.786
28 O 6.46 -7.18 -1.38  -0.322
29 H 3.74 5.48 2.49  0.320
30 C 5.73 -4.36 -2.18  -1.276
31 H -4.30 -4.77 5.13  0.335
32 F -3.89 5.58 2.58  -0.295
33 H 6.24 1.59 1.78  0.222
34 H -5.32 4.43 -0.17  0.188
35 H -2.48 3.17 -8.56  0.236
36 N -3.66 -3.99 5.14  -0.792
37 H 4.47 -6.02 -2.62  0.237
38 C 3.98 4.94 0.44  0.362
39 H -0.38 -0.15 -7.57  0.355
40 H 6.05 4.50 -0.27  0.432
41 H -3.15 -4.48 7.02  0.250
42 H 6.59 -4.85 -2.65  0.334
43 H -5.17 -3.53 8.08  0.405
44 N -1.86 -1.00 -4.66  -0.707
45 H 7.36 -7.50 0.55  0.317
46 H 2.99 -4.62 -1.86  0.296
47 C 5.35 -6.52 -0.76  -0.654
48 H -3.78 -1.48 6.60  0.357
49 O -1.92 1.79 -7.18  -0.314
50 H 8.08 -8.36 -0.83  0.263
51 H -6.86 -5.36 8.31  0.273
52 H 1.66 0.81 0.49  0.431
53 H -2.27 7.59 -0.84  0.318
54 C 3.13 5.01 1.72  -1.278
55 H -4.82 6.32 -1.77  0.282
56 H 0.14 0.44 0.63  0.473
57 H -0.10 -1.65 -6.54  0.381
58 C -4.36 4.53 0.35  -0.235
59 H -2.50 -0.38 -4.18  0.287
60 H 5.90 5.06 1.33  0.358
61 H -5.81 -3.28 6.36  0.347
62 H -7.12 -6.51 7.08  0.253
63 H -3.28 3.34 -6.96  0.298
64 H 5.69 -6.06 0.17  0.372
65 N 3.56 -4.91 -1.09  -0.753
66 C -6.79 -5.48 7.23  -0.705
67 H 2.91 4.01 2.07  0.274
68 O -5.48 -5.16 6.82  -0.355
69 H -0.42 0.43 -5.10  0.212
70 C -0.77 -0.84 -6.82  -1.406
71 H 3.99 5.95 0.03  0.329
72 H -4.04 -3.26 4.56  0.247
73 C -2.93 2.64 -7.72  -0.709
74 H 2.20 5.48 1.41  0.393
75 C -4.84 5.01 1.78  0.812
76 H -2.49 6.92 -2.37  0.295
77 C 7.15 -8.01 -0.40  -0.744
78 C -4.14 6.54 -0.95  -0.082
79 H -4.65 7.23 -0.29  0.254
80 H 5.14 -3.75 -2.87  0.325
81 O -3.77 3.21 0.13  -0.911
82 C -1.28 -0.05 -5.57  0.491
83 H 3.03 -5.70 -0.75  0.262
84 H 2.30 4.55 -0.63  0.241
85 O -3.53 5.39 -0.35  -0.129
86 H -2.29 1.77 -5.08  0.404
87 H -2.25 -2.16 6.24  0.402

=====

Version b
C20H53F3N4O7 | ωB97M-V with the def2-TZVPD basis set

Results
Gap between HOMO and LUMO, eV: 5.230
M, g mol⁻¹: 518.66
Lowest unoccupied orbital energy, eV: -0.9
HOMO energy, Eh: -0.226

Each line ends with the Mulliken charge.
CARTESIAN COORDINATES (ANGSTROEM)
1 C 0.49 -5.60 8.07  -0.711
2 H 3.46 1.34 3.36  0.402
3 H 2.42 -3.76 5.90  0.305
4 H 2.88 -6.37 4.61  0.308
5 C -2.11 0.74 9.52  -1.422
6 H -2.38 0.69 10.58  0.358
7 C -3.75 0.74 0.42  -0.232
8 O -3.73 2.11 0.64  -0.276
9 H -0.08 3.90 7.26  0.246
10 H -7.28 -4.98 4.57  0.289
11 H -11.32 -3.64 6.31  0.215
12 C 1.40 1.60 3.79  0.447
13 H -10.19 -2.91 5.10  0.266
14 H 1.91 -6.84 6.76  0.404
15 H 0.04 -4.73 8.55  0.194
16 C -3.02 2.94 -0.25  -0.045
17 H -8.05 -2.40 7.26  0.401
18 C -3.01 4.29 0.40  -1.225
19 N 1.47 -4.98 3.94  -0.534
20 H -4.17 -3.24 11.72  0.258
21 H -1.70 -2.20 3.52  0.433
22 H -1.10 -1.14 9.29  0.241
23 H 1.53 -5.66 8.40  0.315
24 H -1.15 -2.08 4.94  0.362
25 C 3.10 -4.59 5.67  -1.412
26 N -6.17 -2.48 5.20  -0.774
27 H -4.06 4.57 0.47  0.302
28 F -5.60 1.29 -1.06  -0.288
29 H -2.53 4.24 1.38  0.202
30 H 3.63 -4.93 6.56  0.324
31 H -6.04 -2.11 4.27  0.285
32 H -4.11 -1.13 8.76  0.375
33 H -7.34 -3.96 7.02  0.344
34 O -3.19 -2.05 10.46  -0.334
35 C -2.00 -0.67 8.90  0.251
36 C -7.54 -2.89 5.18  0.422
37 H -10.46 -2.14 6.71  0.293
38 H -5.19 -1.88 11.03  0.290
39 H 3.84 -4.10 5.04  0.385
40 H -8.00 -1.95 4.87  0.346
41 H -3.42 2.98 -1.27  0.275
42 H -2.83 1.38 9.01  0.337
43 H 1.31 0.74 4.45  0.234
44 H 1.32 1.93 1.72  0.232
45 H -1.12 0.29 7.48  0.187
46 O -1.23 -2.69 4.21  -0.300
47 H -3.07 0.57 -0.41  0.226
48 H 2.88 3.04 3.43  0.331
49 H 2.94 2.01 4.94  0.301
50 H -0.40 -3.08 3.94  0.387
51 C -7.71 -4.06 4.17  -1.211
52 H -4.81 -3.29 10.10  0.315
53 H -2.65 -0.06 7.18  0.263
54 H 0.69 3.61 3.75  0.283
55 F -6.14 0.22 0.67  -0.296
56 O 0.39 -5.42 6.67  -0.284
57 O -9.31 -3.90 6.61  -0.376
58 H -6.09 -1.59 5.67  0.260
59 C -0.18 3.96 6.18  -0.767
60 C 2.80 2.04 3.86  -1.435
61 H -8.75 -4.20 3.87  0.313
62 H 0.97 -5.76 3.53  0.254
63 C -8.04 -3.25 6.57  -0.825
64 H -2.95 -2.54 8.55  0.384
65 C -10.40 -3.08 6.15  -0.642
66 C -3.19 -1.62 9.08  -0.687
67 O 0.53 2.90 5.65  -0.319
68 H 0.03 -6.53 8.39  0.320
69 F -5.05 -0.79 -0.95  -0.275
70 N 1.14 1.21 2.41  -0.679
71 C 0.39 2.69 4.26  -0.565
72 C -4.41 -2.62 10.86  -0.763
73 H 0.22 0.85 2.18  0.231
74 C 1.21 -6.41 6.04  -0.720
75 N -1.77 -0.49 7.45  -0.438
76 H -2.48 5.01 -0.22  0.408
77 O -3.27 0.10 1.59  -0.852
78 H 0.05 4.91 5.70  0.312
79 H -7.18 -3.75 3.26  0.396
80 H 0.64 -7.19 5.53  0.378
81 H 2.09 -4.70 3.20  0.250
82 H -0.57 2.36 3.87  0.418
83 C 2.20 -5.63 5.01  0.282
84 H -1.24 3.75 5.98  0.323
85 H -1.14 1.23 9.48  0.426
86 H -1.97 2.65 -0.30  0.280
87 C -5.14 0.34 -0.26  0.819

=====

Energetically preferred structure: version b | next structure: +0.0784 hartree

=====

Version a
C4H6 | ωB97M-V with the def2-TZVPD basis set

Results
Gap between HOMO and LUMO, eV: 10.262
M, g mol⁻¹: 54.09
Structure (SMILES): C#C.C=C
Lowest unoccupied orbital energy, eV: 1.3
HOMO energy, Eh: -0.328

Each line ends with the Mulliken charge.
CARTESIAN COORDINATES (ANGSTROEM)
1 H -1.27 -0.98 -1.71  0.353
2 H -1.76 0.62 1.27  0.358
3 C 1.01 -0.41 0.54  -0.359
4 H 0.40 -0.75 1.39  0.215
5 H 0.13 1.27 -0.18  0.429
6 H 1.95 -0.99 0.56  0.221
7 C -1.45 -0.40 -0.80  -0.001
8 C -1.54 0.18 0.25  -0.718
9 H 1.71 0.89 -0.96  0.256
10 C 0.83 0.56 -0.36  -0.756

=====

Version b
C4H6 | ωB97M-V with the def2-TZVPD basis set

Results
Gap between HOMO and LUMO, eV: 10.699
M, g mol⁻¹: 54.09
Structure (SMILES): C#C.C=C
Lowest unoccupied orbital energy, eV: 1.1
HOMO energy, Eh: -0.354

Each line ends with the Mulliken charge.
CARTESIAN COORDINATES (ANGSTROEM)
1 C -0.03 0.44 0.89  -0.259
2 H -0.78 -1.44 -2.09  0.345
3 C 1.10 -0.80 -1.01  -0.121
4 C -0.97 1.34 1.20  -0.676
5 C 0.10 -1.25 -1.47  -0.391
6 H 1.70 -0.40 0.01  0.184
7 H -1.95 1.31 0.99  0.327
8 H -0.48 -0.35 0.33  0.186
9 H -0.70 2.10 1.94  0.211
10 H 1.03 0.43 1.18  0.193

=====

Energetically preferred structure: version a | next structure: +0.0182 hartree